# C6H9N

2 unconnected molecules or ions with the total composition C6H9N at a distorted geometry (ωB97M-V with the def2-TZVPD basis set, the Open Molecules 2025 dataset).

```
16
Properties=species:S:1:pos:R:3:forces:R:3:mulliken_charge:R:1
C 0.224038 -0.011827 1.224579 -0.877 0.015 0.837 -0.8148
C 0.978382 0.554867 0.353851 0.769 2.624 -0.801 0.0939
C -2.717245 1.063219 1.420678 -0.081 0.207 -1.057 -0.1793
C 1.931932 -0.371846 -0.251049 -0.551 -1.524 -0.528 0.6190
C -3.007214 1.282089 -0.037519 0.730 -1.712 -0.790 -0.8140
C 1.699963 -1.828677 0.014272 1.818 -1.879 1.909 -0.9616
N 2.678839 0.073783 -1.141089 1.587 -0.696 -2.808 -0.6840
H 1.039669 1.599929 -0.110315 -0.425 -1.546 1.126 0.3991
H -1.649893 0.745802 1.625808 -0.752 0.337 -0.416 0.3008
H -4.050231 1.161513 -0.375006 0.115 -0.622 0.631 0.3233
H -2.324784 0.858263 -0.854209 -0.629 -0.069 1.236 0.2645
H -2.950220 2.295380 -0.328370 0.495 1.976 0.460 0.3261
H 0.755280 -1.899776 0.653561 1.477 -0.685 -0.668 0.2890
H 2.714537 -2.392806 0.484620 -2.901 1.792 -0.644 0.2470
H 1.625084 -2.399664 -0.909425 -0.507 0.212 -0.187 0.3472
H 3.051865 -0.730249 -1.770388 -0.267 1.570 1.700 0.2438
```
Forces are in eV/Å.

* energy above the lowest of the compared OMol25 structures with the same formula, charge and spin: 956.39 kJ/mol
* orbital gap (spin up / spin down): 7.8 / 7.9 eV
* highest occupied orbital energy (spin up / spin down): -8.64 / -8.64 eV
* max |F|: 3.470 eV/Å
* net charge: 0

# C6H9N

C6H9N in the gas phase at a distorted geometry (ωB97M-V with the def2-TZVPD basis set, the Open Molecules 2025 dataset).

```
16
Properties=species:S:1:pos:R:3:forces:R:3:mulliken_charge:R:1
H -3.873045 -0.624986 -0.442522 0.295 -0.133 0.513 0.2526
N -2.850829 -0.654037 -0.502359 0.538 0.087 -0.146 -0.5535
C -2.240545 0.152884 0.243712 1.549 2.496 -1.352 -0.2154
C -0.419402 0.530662 -0.068177 -7.003 -0.117 2.317 0.3491
C -0.053540 1.786642 -0.010656 0.228 -0.026 -0.564 -0.8296
C -0.036992 -0.810450 0.066107 7.302 -0.375 -2.498 -0.4179
C 1.670441 -0.585046 -0.534918 -2.539 -1.703 1.264 -0.4184
C 2.699366 -0.651832 0.289504 0.086 -0.380 0.085 -0.5900
H -2.741470 0.863460 0.927327 0.169 -0.239 0.018 0.3724
H -0.796264 2.571394 0.017010 -0.044 0.036 0.109 0.2868
H 0.981382 2.076720 -0.111806 0.180 0.013 0.043 0.3473
H 0.073451 -1.172497 1.084249 -0.295 -0.055 -0.046 0.2875
H -0.485485 -1.490477 -0.653049 -0.244 -0.002 0.315 0.2946
H 1.782548 -0.491560 -1.610635 -0.127 -0.035 0.054 0.3279
H 3.724673 -0.746664 -0.055149 -0.013 0.513 -0.103 0.2757
H 2.565712 -0.754212 1.361361 -0.080 -0.080 -0.010 0.2307
```
Forces are in eV/Å.

* energy above the lowest of the compared OMol25 structures with the same formula, charge and spin: 482.05 kJ/mol
* orbital gap: 9.6 eV
* highest occupied orbital energy: -8.50 eV
* max |F|: 7.727 eV/Å
* net charge: 0
* SMILES string: [H]/N=C/C(=C)CC=C

# C6H9N

2 unconnected molecules or ions with the total composition C6H9N (ωB97M-V with the def2-TZVPD basis set, the Open Molecules 2025 dataset).

```
16
Properties=species:S:1:pos:R:3:forces:R:3:mulliken_charge:R:1
C -1.272532 0.902790 2.253314 -0.062 0.071 -0.159 -1.0493
C -0.945743 0.739977 0.997397 0.099 -0.083 -0.024 0.3353
C -0.430736 0.421355 -0.155105 -0.029 0.011 0.331 0.1289
C -0.803140 0.345765 -1.640679 -0.147 0.018 -0.120 -0.6456
C 0.555026 -0.326632 -1.879521 0.077 0.099 -0.337 -0.0860
N 0.605463 -1.519438 -1.024630 0.049 -0.182 -0.025 -0.5818
C 0.917510 -0.191406 -0.456725 0.284 0.116 0.187 -0.4171
H -1.692975 0.072124 2.816881 -0.033 0.115 -0.115 0.3055
H -1.082342 1.820448 2.801623 -0.143 0.030 -0.182 0.2681
H -0.854072 1.330947 -2.111744 -0.041 -0.071 0.112 0.2483
H -1.677213 -0.251854 -1.905475 0.017 0.083 0.062 0.2885
H 1.202872 -0.231138 -2.741572 -0.157 -0.011 0.029 0.4000
H 1.486555 -2.004670 -1.192809 -0.083 0.110 -0.026 0.2551
H 1.881932 0.022747 -0.017197 -0.138 -0.019 -0.030 0.5377
H 0.831182 -0.359242 2.341440 0.236 -0.181 0.017 -0.0507
H 1.278212 -0.771773 1.914802 0.068 -0.108 0.281 0.0631
```
Forces are in eV/Å.

* energy above the lowest of the compared OMol25 structures with the same formula, charge and spin: 489.00 kJ/mol
* orbital gap: 10.1 eV
* highest occupied orbital energy: -9.05 eV
* max |F|: 0.360 eV/Å
* net charge: 0
* SMILES string: C=C=C1C[C@@H]2N[C@H]12.[H][H]

# C6H9N

C6H9N in the gas phase (ωB97M-V with the def2-TZVPD basis set, the Open Molecules 2025 dataset).

```
16
Properties=species:S:1:pos:R:3:forces:R:3:mulliken_charge:R:1
C -2.602032 -0.434875 -0.140227 -0.094 -0.030 -0.010 -1.1845
C -1.152115 -0.026048 -0.078235 -0.023 0.034 0.049 0.9117
C -0.687713 1.219799 0.261228 -0.172 -0.049 -0.094 -0.7861
N 0.682508 1.176194 0.253322 -0.074 0.054 0.072 -0.0220
C 1.126432 -0.078498 -0.070517 -0.031 0.168 0.137 0.2929
C 2.601417 -0.349516 0.006040 -0.030 -0.161 0.018 -1.1426
C 0.001434 -0.842445 -0.293485 0.006 -0.114 0.056 -0.7219
H -3.198795 0.279106 -0.721849 0.140 -0.120 0.102 0.3064
H -3.045352 -0.482660 0.863881 0.110 -0.009 -0.197 0.2538
H -2.742223 -1.421568 -0.599138 0.169 0.217 0.076 0.3058
H -1.230570 2.126520 0.496531 0.150 -0.131 -0.053 0.3848
H 1.279683 1.955664 0.459847 0.031 -0.013 0.010 0.1784
H 2.896086 -0.707565 1.000691 -0.123 0.051 -0.111 0.2301
H 2.940081 -1.103865 -0.711176 -0.152 0.205 0.027 0.3199
H 3.153291 0.581177 -0.169059 -0.004 -0.203 -0.102 0.3198
H -0.022131 -1.891422 -0.557857 0.097 0.101 0.020 0.3534
```
Forces are in eV/Å.

* energy above the lowest of the compared OMol25 structures with the same formula, charge and spin: 13.16 kJ/mol
* orbital gap: 8.8 eV
* highest occupied orbital energy: -7.80 eV
* max |F|: 0.286 eV/Å
* net charge: 0
* SMILES string: Cc1c[nH]c(C)c1

# C6H9N

C6H9N in the gas phase at a distorted geometry (ωB97M-V with the def2-TZVPD basis set, the Open Molecules 2025 dataset).

```
16
Properties=species:S:1:pos:R:3:forces:R:3:mulliken_charge:R:1
C -1.177705 -1.520777 0.396049 -0.273 1.142 0.243 -0.7864
C -0.337633 -0.472467 0.449074 3.348 -2.536 1.169 0.4600
C 0.855552 -0.455376 1.449579 -0.922 -0.767 0.423 -1.3405
C -0.002265 0.465650 -0.615353 -2.528 1.206 0.396 0.3638
C 1.134328 0.361333 -1.566538 0.076 0.178 -0.456 -1.2295
C -0.882863 1.404691 -0.361300 2.962 -1.563 -3.416 0.1954
N -1.629681 2.335802 -0.378801 -2.473 1.848 2.569 -0.5903
H -2.058035 -1.504277 -0.238971 0.325 -0.170 -0.355 0.3063
H -1.077707 -2.363129 1.072834 -0.137 0.239 0.246 0.2941
H 0.433595 -0.324498 2.449091 0.321 -0.124 0.148 0.3611
H 1.380633 -1.412310 1.394845 0.024 0.022 0.260 0.3581
H 1.586201 0.340852 1.282309 -0.374 -0.075 -0.207 0.3421
H 0.768000 0.499810 -2.589197 0.221 -0.107 0.020 0.3621
H 1.621943 -0.616244 -1.497027 -0.170 0.161 0.028 0.3203
H 1.880001 1.140917 -1.373784 0.020 -0.179 -0.045 0.3066
H -2.494362 2.120022 0.127189 -0.421 0.726 -1.023 0.2767
```
Forces are in eV/Å.

* energy above the lowest of the compared OMol25 structures with the same formula, charge and spin: 390.51 kJ/mol
* orbital gap: 7.9 eV
* highest occupied orbital energy: -7.31 eV
* max |F|: 4.784 eV/Å
* net charge: 0
* SMILES string: C=C(C)C(C)=C=N

# C6H9N

C6H9N in the gas phase (ωB97M-V with the def2-TZVPD basis set, the Open Molecules 2025 dataset).

```
16
Properties=species:S:1:pos:R:3:forces:R:3:mulliken_charge:R:1
C -2.523060 -0.358724 0.016714 -0.063 -0.009 -0.013 -1.1307
C -1.116571 0.160504 -0.006225 -0.044 0.120 0.053 0.3672
C -0.613033 1.420556 0.204949 -0.134 -0.057 0.081 -0.5415
C 0.810622 1.340852 0.146443 0.066 -0.121 -0.041 -0.5716
C 1.139633 0.029824 -0.098765 -0.034 0.047 -0.048 0.3531
C 2.461708 -0.668017 -0.112004 0.008 -0.019 -0.025 -1.1365
N -0.039500 -0.672809 -0.208262 -0.133 0.082 0.122 -0.0957
H -2.578302 -1.329517 0.526781 0.032 0.166 -0.099 0.3174
H -3.172165 0.328579 0.568818 0.165 -0.072 -0.114 0.3021
H -2.956691 -0.482543 -0.983399 0.132 0.008 0.107 0.2502
H -1.205169 2.303177 0.415126 0.093 -0.154 -0.062 0.4009
H 1.516430 2.153117 0.294555 -0.179 -0.237 -0.038 0.3981
H 2.438487 -1.565678 -0.741319 0.018 0.170 0.044 0.3312
H 3.246837 -0.005288 -0.491857 -0.141 -0.157 0.124 0.3073
H 2.728041 -0.986678 0.904205 0.076 0.048 -0.198 0.2422
H -0.124186 -1.654655 -0.424721 0.138 0.185 0.107 0.2064
```
Forces are in eV/Å.

* energy above the lowest of the compared OMol25 structures with the same formula, charge and spin: 4.59 kJ/mol
* orbital gap: 8.7 eV
* highest occupied orbital energy: -7.66 eV
* max |F|: 0.299 eV/Å
* net charge: 0
* SMILES string: Cc1ccc(C)[nH]1

# C6H9N

C6H9N in the gas phase at a distorted geometry (ωB97M-V with the def2-TZVPD basis set, the Open Molecules 2025 dataset).

```
16
Properties=species:S:1:pos:R:3:forces:R:3:mulliken_charge:R:1
C 1.806729 -0.843646 1.018071 0.174 -0.288 -0.021 -1.2742
C 0.593784 -0.423953 0.276283 0.080 -0.491 0.115 0.4534
C 0.655377 0.651824 -0.817747 -0.060 -0.063 0.273 -0.5900
C -0.609660 1.311919 -0.403174 -0.241 0.576 -0.320 -0.6114
C -1.559449 0.239968 -0.081180 0.005 -0.013 0.219 0.3891
N -1.797396 0.091506 -1.482485 -0.512 0.046 -0.296 -0.6460
C -0.673054 -0.810798 0.497833 0.480 0.005 0.318 -0.6792
H 1.523160 -1.472476 1.865642 0.212 -0.051 -0.145 0.3376
H 2.315494 0.048039 1.415914 -0.102 -0.223 -0.141 0.3065
H 2.508623 -1.365235 0.365470 0.163 -0.059 0.117 0.2902
H 1.567666 1.260859 -0.848300 -0.357 0.001 0.230 0.3805
H 0.485385 0.195102 -1.802645 0.301 -0.054 0.303 0.2524
H -0.566862 2.290287 0.097016 -0.700 -0.146 -0.779 0.3053
H -2.410931 0.572349 0.525685 0.115 -0.330 0.035 0.4616
H -2.811564 -0.039072 -1.622056 0.211 0.874 -0.222 0.2123
H -1.027309 -1.706671 0.995672 0.229 0.217 0.314 0.4119
```
Forces are in eV/Å.

* energy above the lowest of the compared OMol25 structures with the same formula, charge and spin: 452.72 kJ/mol
* orbital gap (spin up / spin down): 9.2 / 8.5 eV
* highest occupied orbital energy (spin up / spin down): -8.71 / -8.10 eV
* max |F|: 1.057 eV/Å
* net charge: 0

# C6H9N

A molecular structure, C6H9N at a distorted geometry (ωB97M-V with the def2-TZVPD basis set, the Open Molecules 2025 dataset).

```
16
Properties=species:S:1:pos:R:3:forces:R:3:mulliken_charge:R:1
C 0.382667 -0.405824 1.750937 0.003 0.025 0.114 -1.6655
C -0.122046 -0.090365 0.361831 -0.003 0.481 0.159 1.4297
C -1.577442 0.173743 0.103447 0.121 1.360 -2.046 -1.2995
C 0.397959 -0.904880 -0.791433 0.526 0.147 0.130 -0.5948
C 0.582178 0.010122 -1.832145 -0.384 -0.448 -0.914 -0.2195
N 0.098834 1.282036 -1.629354 0.716 0.463 0.512 -0.7558
C 0.732544 0.917325 -0.431424 -0.985 0.446 0.595 -0.2028
H 1.475009 -0.532025 1.775299 -0.184 0.022 -0.034 0.4229
H -0.074513 -1.323167 2.137665 0.078 0.133 -0.064 0.3554
H 0.112347 0.414187 2.428192 0.047 -0.181 -0.076 0.3517
H -2.214247 -0.725012 0.181388 0.358 0.535 -0.329 0.2892
H -1.997185 1.022193 0.647351 0.044 -0.227 0.380 0.3680
H 0.832583 -1.895561 -0.747909 0.196 0.090 -0.004 0.3862
H 1.027734 -0.202291 -2.776186 0.637 -0.424 -0.477 0.4126
H -1.296320 0.841649 -1.123420 -1.079 -1.669 2.432 0.3619
H 1.639898 1.417869 -0.054237 -0.092 -0.751 -0.377 0.3603
```
Forces are in eV/Å.

* energy above the lowest of the compared OMol25 structures with the same formula, charge and spin: 550.88 kJ/mol
* orbital gap: 8.2 eV
* highest occupied orbital energy: -7.47 eV
* max |F|: 3.141 eV/Å
* net charge: 0